Entry 1:
# C22H24N2O6

One molecule with the formula C22H24N2O6 (ωB97M-V/def2-TZVPD, the Open Molecules 2025 dataset).

```
54
Properties=species:S:1:pos:R:3:forces:R:3
C -0.279 -3.399 2.724 0.173 0.095 -0.089
C -0.071 -2.041 3.346 -0.298 -0.489 0.082
O 0.938 -1.376 3.194 0.383 0.215 -0.118
N -1.107 -1.612 4.103 -0.264 0.066 0.206
C -1.149 -0.269 4.645 -0.044 0.174 -0.055
C -1.700 0.691 3.585 0.330 -0.174 0.361
O -2.811 1.174 3.640 -0.407 0.054 0.067
N -0.827 0.910 2.581 0.304 0.194 -0.375
C -1.248 1.537 1.356 -0.104 -0.023 0.068
C -0.194 2.498 0.787 -0.008 -0.142 -0.125
C 1.024 1.780 0.224 -0.330 0.715 -0.313
O 1.452 1.943 -0.887 0.159 -0.027 0.041
O 1.570 0.977 1.134 -0.043 -0.248 0.448
C 2.757 0.263 0.766 0.382 -0.107 -0.125
C 2.524 -0.746 -0.325 -0.065 0.028 0.061
C 1.525 -1.699 -0.169 0.079 0.010 0.014
C 1.301 -2.641 -1.158 -0.035 -0.059 0.018
C 2.078 -2.643 -2.305 -0.021 -0.070 -0.058
C 3.076 -1.695 -2.461 0.092 -0.034 -0.067
C 3.295 -0.746 -1.478 -0.035 -0.022 0.104
C -1.597 0.465 0.315 -0.077 -0.060 0.683
O -1.455 -0.716 0.501 0.024 -0.111 -0.098
O -2.080 1.027 -0.779 -0.116 0.421 -0.145
C -2.379 0.195 -1.913 0.017 -0.374 -0.348
C -1.483 0.593 -3.053 -0.128 -0.005 0.134
C -0.149 0.205 -3.045 -0.080 -0.015 -0.038
C 0.700 0.608 -4.059 0.045 -0.023 0.013
C 0.222 1.398 -5.090 0.009 0.030 -0.061
C -1.107 1.786 -5.105 -0.028 0.086 -0.105
C -1.956 1.390 -4.086 -0.002 -0.079 0.068
H 0.679 -3.817 2.428 0.019 0.016 0.016
H -0.894 -3.269 1.834 -0.063 -0.015 -0.082
H -0.783 -4.076 3.408 -0.056 -0.068 0.024
H -1.981 -2.112 4.061 0.116 -0.061 -0.032
H -1.794 -0.252 5.524 0.069 0.073 -0.131
H -0.130 0.016 4.915 -0.122 -0.027 0.042
H 0.050 0.398 2.561 -0.148 0.017 0.126
H -2.165 2.095 1.583 0.203 -0.101 -0.127
H -0.633 3.087 -0.018 0.120 -0.060 0.055
H 0.139 3.165 1.585 -0.035 -0.010 -0.017
H 3.052 -0.236 1.693 -0.011 0.124 -0.130
H 3.522 0.984 0.461 -0.088 -0.103 0.073
H 0.925 -1.690 0.726 -0.064 0.001 0.097
H 0.518 -3.374 -1.033 -0.077 -0.069 0.010
H 1.904 -3.378 -3.077 -0.014 -0.052 -0.065
H 3.684 -1.694 -3.355 0.043 0.007 -0.078
H 4.065 0.000 -1.608 0.057 0.116 -0.019
H -2.223 -0.851 -1.627 -0.090 0.213 -0.060
H -3.432 0.365 -2.154 0.141 -0.032 0.056
H 0.225 -0.410 -2.242 0.077 -0.078 0.121
H 1.736 0.307 -4.034 0.101 -0.018 -0.002
H 0.885 1.715 -5.882 0.055 0.025 -0.068
H -1.482 2.404 -5.907 -0.024 0.048 -0.066
H -2.991 1.701 -4.093 -0.118 0.031 0.005
```
Positions in Å, forces in eV/Å.

Results
* energy relative to the best compared isomer or geometry (same formula, charge and spin): 7.74 kJ/mol
* E: -1413.78297 Ha
* HOMO level: -9.1115 eV
* charge: 0
* structure (SMILES): CC(=O)NCC(=O)N[C@@H](CC(=O)OCc1ccccc1)C(=O)OCc1ccccc1

Charges computed using Mulliken, reported in e: number 1, C, carries -1.397; number 2, C, carries 0.828; number 3, O, carries -0.626; number 4, N, carries -0.143; number 5, C, carries -0.879; number 6, C, carries 0.825; number 7, O, carries -0.692; number 8, N, carries 0.137; number 9, C, carries -0.352; number 10, C, carries -1.074; number 11, C, carries 0.591; number 12, O, carries -0.593; number 13, O, carries -0.222; number 14, C, carries -1.108; number 15, C, carries 0.616; number 16, C, carries 0.357; number 17, C, carries -0.675; number 18, C, carries -0.440; number 19, C, carries -0.727; number 20, C, carries -0.450; number 21, C, carries 0.530; number 22, O, carries -0.542; number 23, O, carries -0.247; number 24, C, carries -0.952; number 25, C, carries 0.196; number 26, C, carries 0.861; number 27, C, carries -0.490; number 28, C, carries -0.628; number 29, C, carries -0.556; number 30, C, carries -0.626; number 31, H, carries 0.360; number 32, H, carries 0.229; number 33, H, carries 0.470; number 34, H, carries 0.244; number 35, H, carries 0.387; number 36, H, carries 0.309; number 37, H, carries 0.243; number 38, H, carries 0.560; number 39, H, carries 0.423; number 40, H, carries 0.447; number 41, H, carries 0.341; number 42, H, carries 0.476; number 43, H, carries 0.077; number 44, H, carries 0.426; number 45, H, carries 0.375; number 46, H, carries 0.414; number 47, H, carries 0.367; number 48, H, carries 0.361; number 49, H, carries 0.442; number 50, H, carries 0.031; number 51, H, carries 0.350; number 52, H, carries 0.397; number 53, H, carries 0.376; number 54, H, carries 0.367

---

Entry 2:
# C9H9NO8

A 2-piece molecular cluster, C9H9NO8 overall in a non-equilibrium geometry (ωB97M-V/def2-TZVPD, the Open Molecules 2025 dataset).

```
27
Properties=species:S:1:pos:R:3:forces:R:3
O 0.570 -1.344 1.526 -0.020 0.228 0.045
C 1.672 -1.024 1.127 0.181 -0.501 -0.031
C 2.699 -1.996 0.766 -0.231 0.080 0.053
C 3.902 -1.583 0.351 -0.085 -0.514 0.024
O 4.870 -2.433 0.009 0.111 0.377 -0.033
C 4.242 -0.129 0.246 -0.187 0.594 0.050
O 5.362 0.180 -0.121 0.079 -0.288 -0.044
C 3.214 0.844 0.583 0.235 -0.109 -0.112
C 2.004 0.438 0.995 0.128 0.588 0.014
O 1.042 1.304 1.307 0.086 -0.640 0.179
H 2.445 -3.043 0.849 0.017 0.000 0.008
H 5.632 -1.879 -0.248 -0.003 -0.038 0.014
H 3.468 1.890 0.486 -0.019 0.007 0.028
H 0.257 0.774 1.571 -0.045 0.236 -0.210
O -1.446 0.574 0.566 1.141 -0.719 4.908
C -1.797 0.715 -0.523 -1.519 -0.492 -3.245
O -1.353 1.680 -1.300 0.173 1.071 -1.178
C -2.776 -0.233 -1.201 -0.054 0.104 -0.798
N -4.121 -0.232 -0.632 0.060 -0.610 -0.868
C -4.585 1.022 -0.194 -0.768 -1.052 -2.471
O -4.440 1.443 0.866 0.747 1.502 4.678
O -5.270 1.748 -1.075 -0.254 -0.077 -1.520
H -0.765 2.244 -0.771 0.058 -0.062 0.004
H -2.812 -0.019 -2.270 -0.048 0.122 -0.010
H -2.350 -1.225 -1.102 -0.030 -0.153 0.096
H -4.253 -0.944 0.068 0.243 0.248 0.347
H -5.412 1.225 -1.878 0.004 0.096 0.073
```
Positions in Å, forces in eV/Å.

Results
* E: -1005.04602 Ha
* HOMO level: -9.6146 eV
* charge: 0
* structure (SMILES): O=C1C=C(O)C(=O)C=C1O.O=C(O)CNC(=O)O

Charges computed using Mulliken, reported in e: number 1, O, carries -0.565; number 2, C, carries 0.936; number 3, C, carries -1.069; number 4, C, carries 0.389; number 5, O, carries -0.569; number 6, C, carries 0.991; number 7, O, carries -0.623; number 8, C, carries -0.859; number 9, C, carries 0.456; number 10, O, carries -0.571; number 11, H, carries 0.425; number 12, H, carries 0.357; number 13, H, carries 0.433; number 14, H, carries 0.343; number 15, O, carries -0.539; number 16, C, carries 0.784; number 17, O, carries -0.506; number 18, C, carries -0.819; number 19, N, carries -0.305; number 20, C, carries 0.518; number 21, O, carries -0.456; number 22, O, carries -0.450; number 23, H, carries 0.346; number 24, H, carries 0.276; number 25, H, carries 0.411; number 26, H, carries 0.303; number 27, H, carries 0.361

---

Q: Among the records above, which one has the lowest E?
A: C22H24N2O6